C53H51N7OPSSe2Y | ωB97M-V/def2-TZVPD

```
117
Properties=species:S:1:pos:R:3:forces:R:3:mulliken_charge:R:1
Y 13.665426 10.937183 15.487876 -0.2 -0.4 -0.2 0.0705
C 18.238703 13.473920 13.669807 -1.6 -0.8 -0.8 -0.9679
N 17.500310 12.197623 13.921426 -0.6 2.0 -0.9 0.5643
C 16.154499 12.072673 13.868232 -0.4 0.3 -0.1 -0.0787
N 15.736516 10.898848 14.366209 2.2 -0.4 -0.2 0.9034
C 16.971089 10.197209 14.705971 -0.2 2.4 -1.2 -0.4765
C 18.020283 11.089022 14.416383 1.2 -3.7 0.6 0.7447
C 19.533204 10.802626 14.548051 -3.2 0.6 0.4 -0.1651
C 19.940847 10.740812 15.852216 1.5 0.0 0.7 -0.1332
C 21.337543 10.627610 16.027982 -1.0 0.5 0.9 -0.7696
C 22.225786 10.569285 14.987891 0.4 -0.5 -1.0 -0.3966
C 21.755855 10.455659 13.657181 -0.2 0.8 1.6 -0.9423
C 20.378040 10.640800 13.471383 1.0 -0.7 -1.3 -0.0198
C 17.069666 8.747242 14.882776 -1.2 -1.6 1.7 -0.4831
C 17.465982 7.941851 13.812005 -0.2 -1.6 1.6 -0.0334
C 17.485368 6.516737 13.946028 -0.6 1.1 0.8 -1.0256
C 17.062380 5.916423 15.149755 0.0 0.3 -0.7 -0.3338
C 16.601910 6.696166 16.218447 1.3 0.2 -0.7 -0.9233
C 16.631009 8.082694 16.091574 -0.3 0.4 -0.1 0.1309
P 15.133362 13.453751 13.153661 0.4 -0.3 0.7 -0.4600
C 13.734056 12.453040 12.528620 -0.2 -0.6 0.0 -1.2043
N 12.855684 11.875192 13.349370 0.0 -0.2 -0.2 1.1757
C 11.908288 11.309990 12.536561 -1.6 -1.7 1.4 -0.3171
C 12.243370 11.420220 11.247238 0.0 2.1 -3.0 0.6325
N 13.405809 12.196662 11.227420 0.4 0.3 1.9 0.9547
C 14.104355 12.743264 10.080802 -1.9 0.2 -1.1 -1.1907
C 11.447392 11.361404 9.950032 0.6 -1.3 1.3 -0.9050
C 10.214871 11.994991 9.830577 0.3 1.0 2.5 0.2014
C 9.555411 11.831279 8.644966 0.1 0.7 1.0 -0.8654
C 10.087182 11.151270 7.598104 -1.2 -0.5 -1.5 -0.4524
C 11.273947 10.492954 7.686478 1.3 -0.6 1.0 -1.0173
C 11.929717 10.551955 8.923176 0.7 0.7 -0.5 0.1396
C 10.593031 10.780077 13.054279 -0.2 1.2 -0.1 1.0454
C 9.921085 9.643755 12.591325 -0.3 -0.4 0.8 -0.1947
C 8.584559 9.397720 13.019130 2.1 -2.5 -1.4 -0.7924
C 7.910161 10.312610 13.711945 -2.9 0.6 1.4 -0.5508
C 8.509646 11.477447 14.108049 0.5 1.8 1.4 -0.7837
C 9.870279 11.709148 13.864000 -0.9 -0.5 -1.1 -0.8978
C 14.495702 14.015599 14.795349 -0.8 -0.4 -0.2 -0.9290
N 13.664101 13.316418 15.605958 1.1 2.6 -0.3 0.7968
C 13.408507 14.229823 16.642995 0.3 -1.9 -0.9 -0.5618
C 14.074078 15.393410 16.459560 0.5 0.4 1.0 1.4948
N 14.746221 15.247117 15.308540 1.5 -0.2 -2.5 0.7064
C 15.711083 16.230654 14.709376 -0.5 0.0 1.6 -1.1434
C 14.276754 16.538072 17.361173 0.9 0.5 0.3 -1.1287
C 15.529602 16.830306 17.966190 -0.1 0.4 -0.1 0.1115
C 15.637378 17.881690 18.894190 -0.6 -1.0 0.8 -0.7009
C 14.519678 18.633601 19.308400 -0.5 -0.8 -1.3 -0.4210
C 13.267669 18.363569 18.655197 1.6 -0.5 0.5 -0.6197
C 13.199271 17.334244 17.687631 -1.3 1.4 0.6 0.1258
C 12.550168 13.760906 17.671100 -1.9 -0.8 0.2 0.4229
C 11.437597 12.968831 17.269119 0.3 0.4 1.1 -0.1340
C 10.522393 12.595168 18.248738 -0.2 -0.3 -1.6 -0.7995
C 10.729841 12.934761 19.551832 -1.1 -0.2 1.3 -0.6521
C 11.773348 13.735883 19.940821 1.0 -0.8 -0.3 -1.1994
C 12.729975 14.101754 18.995003 -0.2 0.8 0.3 -0.1465
H 19.279130 13.265304 13.525357 0.6 0.0 0.7 0.4640
H 17.914166 13.821282 12.688755 -0.2 0.2 0.1 0.3425
H 17.908060 14.179227 14.434464 0.7 -0.1 0.0 0.1834
H 19.221980 10.844135 16.693198 0.7 -0.1 -0.7 0.3966
H 21.738693 10.685717 17.016474 0.1 -0.1 0.6 0.4106
H 23.304153 10.576776 15.218804 -0.7 -0.1 -0.3 0.3891
H 22.522024 10.335255 12.904937 -0.5 0.0 -0.5 0.4051
H 19.950010 10.558751 12.470146 0.1 0.2 0.2 0.4446
H 17.789916 8.397421 12.916880 0.3 0.4 -0.9 0.6133
H 17.803996 5.933946 13.095071 0.1 -0.2 0.1 0.4362
H 17.051143 4.837209 15.292620 0.2 0.2 -0.3 0.4335
H 16.451437 6.198480 17.180957 -0.4 0.4 -0.3 0.4721
H 16.229370 8.595820 16.982910 0.6 0.4 -0.8 0.3875
H 14.706089 13.582417 10.366318 0.4 0.2 0.2 0.4776
H 14.641739 11.945919 9.617664 0.7 -0.3 -0.4 0.3932
H 13.346912 13.106348 9.326230 0.7 -0.4 0.9 0.2535
H 9.833451 12.621500 10.741470 0.5 -1.3 -2.0 0.1909
H 8.612911 12.252380 8.525106 -1.5 0.8 -0.2 0.5284
H 9.419520 11.111012 6.741416 0.6 -0.2 -0.3 0.3872
H 11.721002 9.900767 6.900577 -0.2 0.1 -0.2 0.4495
H 12.929316 10.118881 9.041346 -0.5 -0.2 0.0 0.3759
H 10.411441 8.880158 11.981884 -0.1 0.4 0.1 0.4602
H 8.134895 8.392850 12.891438 0.3 0.8 -0.5 0.3695
H 6.835758 10.122549 13.986999 1.3 0.2 -0.3 0.3501
H 7.892164 12.201570 14.702399 0.8 -0.6 -0.8 0.4072
H 10.268051 12.708013 14.003455 0.2 -0.2 0.4 0.6644
H 15.392993 17.223038 15.057263 0.1 -0.3 -0.2 0.4001
H 16.727089 16.057664 15.155045 -0.9 0.0 -0.9 0.3264
H 15.611419 16.191970 13.630816 0.4 -0.1 0.0 0.4087
H 16.465284 16.296966 17.728148 -0.8 -0.1 0.1 0.3717
H 16.527496 17.914475 19.542484 -0.2 0.4 -0.8 0.3145
H 14.746968 19.374512 20.085830 -0.9 -0.2 -0.3 0.3959
H 12.321883 18.819488 18.932173 0.4 0.4 0.0 0.3960
H 12.208432 17.248068 17.189275 0.9 -0.4 0.4 0.3599
H 11.245139 12.715293 16.232548 0.0 0.2 -0.1 0.7012
H 9.596696 12.104681 17.955856 0.2 -0.2 0.1 0.6619
H 10.026050 12.566514 20.305145 0.2 0.3 -0.2 0.4216
H 11.902450 13.864839 20.992084 0.2 0.6 0.5 0.4218
H 13.580919 14.749675 19.208456 -0.2 -0.3 0.4 0.6277
C 10.307606 9.124916 16.759119 1.2 2.3 -0.1 -0.1753
Se 12.137039 8.579280 17.115740 0.1 0.8 0.1 0.0946
C 11.986788 7.028971 16.009699 1.4 -0.6 -0.9 -1.2778
C 12.105935 7.326654 14.506772 -1.0 0.5 1.3 -0.0615
Se 13.857861 8.004129 14.137044 0.5 1.0 -0.2 0.0106
C 13.564377 8.429403 12.260077 -0.1 2.6 0.5 -0.0837
H 10.099349 9.242061 15.693023 0.1 -0.1 0.2 -0.0128
H 10.263677 10.112654 17.268292 -0.4 -0.6 -0.4 -0.2985
H 9.678658 8.446721 17.232118 -1.2 -1.2 0.7 0.5952
H 11.005606 6.660687 16.211520 -0.6 -0.5 0.2 0.5974
H 12.751918 6.284140 16.306944 -0.5 0.4 0.0 0.4547
H 11.254004 7.982172 14.229021 0.8 -0.2 -0.2 -0.2880
H 12.049069 6.392104 14.013109 -0.3 -0.9 -0.8 0.5664
H 13.824829 7.652526 11.622605 0.8 -1.5 -1.0 0.8970
H 14.070861 9.406841 11.951874 -0.5 -1.4 0.6 -0.0764
H 12.496168 8.567354 12.190167 -0.2 0.2 -0.2 -0.5317
S 14.833455 11.027744 17.893934 -0.3 -0.5 0.3 -0.5515
C 15.889539 12.102229 17.192880 -0.1 0.1 0.2 0.5870
N 16.542730 12.876298 16.641944 0.6 0.5 -0.1 -0.3829
O 12.763965 14.997197 12.090905 0.4 1.1 -0.5 -0.4508
H 13.109193 15.819790 11.685506 0.0 -0.6 0.3 0.2666
H 11.822911 15.169802 12.040742 -0.5 -0.2 0.2 0.2230
```
Forces are in eV/Å.

**E**: -220117.4442 eV
**HOMO energy**: -12.53 eV
**LUMO**: -4.65 eV
**Net charge**: +2
**Kohn-Sham gap**: 7.88 eV
**F_max**: 3.96 eV/A